DFT (ωB97M-V with the def2-TZVPD basis set) results for a molecular structure, C33H37Cl2N4O2PRu.

Computed properties:
- HOMO (alpha / beta): -13.6 / -14.5 eV
- E_LUMO (alpha / beta): -0.280 / -0.316 hartree
- Energy above the lowest of the compared OMol25 structures with the same formula, charge and spin: 1.7 kcal/mol
- Gap between HOMO and LUMO (alpha / beta): 0.221 / 0.217 Ha

Geometry as ORCA input:
```
! wB97M-V def2-TZVPD RIJCOSX def2/J DEFGRID3
* xyz 2 5
Ru 0.46 0.27 -0.06
C -0.82 4.82 2.99
C 0.14 4.08 3.66
C 0.35 2.75 3.33
C -0.40 2.17 2.30
C -1.36 2.92 1.61
C -1.57 4.24 1.97
N -0.19 0.85 1.91
C -0.10 -0.14 2.82
C -0.41 -0.03 4.20
C -0.28 -1.13 5.01
C 0.11 -2.38 4.50
C 0.34 -2.54 3.14
C 0.23 -1.43 2.32
N 0.33 -1.47 0.93
N 0.29 -2.59 0.33
C 0.22 -2.45 -1.05
C 0.16 -3.57 -1.86
C 0.02 -3.37 -3.23
C -0.06 -2.08 -3.72
C 0.03 -1.00 -2.84
N 0.16 -1.18 -1.53
H -0.99 5.85 3.25
H 0.73 4.54 4.45
H 1.12 2.18 3.83
H -1.96 2.45 0.85
H -2.33 4.81 1.46
H -0.77 0.91 4.60
H -0.52 -1.05 6.06
H 0.20 -3.22 5.17
H 0.60 -3.51 2.73
H 0.21 -4.55 -1.41
H -0.04 -4.22 -3.89
H -0.18 -1.89 -4.77
H 0.01 0.02 -3.20
Cl -2.22 4.05 -1.78
C -2.16 2.41 -2.45
Cl -1.37 2.36 -4.03
C -1.40 1.53 -1.46
O -1.96 0.70 -0.77
O -0.12 1.71 -1.37
H -3.17 2.04 -2.55
C 3.52 1.25 2.21
C 3.98 0.60 0.91
C 3.79 -0.92 1.02
C 5.47 0.86 0.66
P 2.91 1.18 -0.51
C 3.69 0.41 -1.96
C 4.73 1.04 -2.65
C 5.36 0.41 -3.71
C 4.98 -0.87 -4.09
C 3.98 -1.52 -3.39
C 3.34 -0.88 -2.34
C 2.90 3.05 -0.72
C 2.55 3.36 -2.19
C 1.81 3.63 0.18
C 4.21 3.75 -0.35
H 4.04 0.78 3.04
H 2.45 1.13 2.37
H 3.75 2.31 2.24
H 4.43 -1.29 1.82
H 4.07 -1.44 0.11
H 2.77 -1.20 1.28
H 6.02 0.50 1.54
H 5.71 1.91 0.53
H 5.83 0.30 -0.20
H 5.06 2.03 -2.38
H 6.16 0.92 -4.23
H 5.48 -1.36 -4.91
H 3.70 -2.53 -3.66
H 2.59 -1.42 -1.78
H 1.66 2.84 -2.52
H 3.37 3.14 -2.87
H 2.35 4.43 -2.25
H 0.81 3.27 -0.09
H 1.80 4.71 0.05
H 1.99 3.44 1.24
H 5.08 3.43 -0.92
H 4.44 3.66 0.71
H 4.08 4.81 -0.55
*
```


DFT (ωB97M-V with the def2-TZVPD basis set) results for a molecular structure, C33H37ClHgO2Si2.

Computed properties:
- HOMO (alpha / beta): -6.0 / -6.6 eV
- E_LUMO (alpha / beta): -0.036 / -0.010 hartree
- Gap between HOMO and LUMO (alpha / beta): 0.184 / 0.234 Ha

Geometry as ORCA input:
```
! wB97M-V def2-TZVPD RIJCOSX def2/J DEFGRID3
* xyz 0 1
C -1.59 -1.04 5.40
C -2.27 -0.47 4.31
C -2.10 -1.35 3.18
H -2.81 0.50 4.31
C -1.35 -2.52 3.65
C -1.02 -2.28 5.01
H -0.51 -2.94 5.70
H -1.54 -0.61 6.41
H -2.68 -1.32 2.27
H -1.20 -3.46 3.14
Hg 0.09 -0.98 2.35
Si 2.68 2.09 -0.63
C 0.75 2.74 -0.89
C 0.72 4.05 -1.35
H 1.65 4.58 -1.34
C -0.45 4.76 -1.65
H -0.36 5.77 -2.06
C -1.69 4.20 -1.32
H -2.61 4.76 -1.53
C -1.71 2.96 -0.66
H -2.68 2.53 -0.34
C -0.50 2.28 -0.39
H -0.53 1.44 0.29
C -0.84 -1.24 -1.27
C -2.23 -1.43 -1.39
H -2.92 -0.62 -1.59
C -2.70 -2.75 -1.26
H -3.75 -3.00 -1.38
C -1.82 -3.75 -0.84
H -2.14 -4.78 -0.75
C -0.53 -3.45 -0.41
H 0.11 -4.19 0.07
C -0.02 -2.16 -0.57
H 1.00 -1.86 -0.24
H 2.25 0.72 -0.33
Si 0.25 -0.76 -2.59
C 0.81 -2.11 -3.65
C 0.11 -2.05 -4.87
H -0.41 -1.15 -5.18
C -0.02 -3.21 -5.61
H -0.68 -3.22 -6.47
C 0.51 -4.41 -5.14
H 0.27 -5.36 -5.62
C 1.38 -4.38 -4.05
H 1.85 -5.29 -3.71
C 1.61 -3.22 -3.31
H 2.29 -3.17 -2.46
C -0.11 0.75 -3.49
C -1.43 1.12 -3.77
H -2.25 0.54 -3.34
C -1.64 2.26 -4.54
H -2.65 2.52 -4.83
C -0.54 3.07 -4.89
H -0.69 3.98 -5.46
C 0.78 2.72 -4.53
H 1.64 3.37 -4.73
C 1.02 1.52 -3.85
H 2.01 1.22 -3.48
H 4.02 2.12 -1.30
Cl 3.19 3.41 0.78
C -0.33 1.98 5.37
O 0.16 1.68 4.06
C 1.56 1.98 3.95
C 2.43 0.88 4.51
O 1.86 -0.36 4.18
C 2.46 -1.45 4.86
H -0.02 2.98 5.68
H 0.01 1.27 6.12
H -1.41 1.91 5.33
H 1.76 2.07 2.87
H 1.77 2.93 4.47
H 3.43 0.94 4.07
H 2.50 0.96 5.60
H 3.51 -1.53 4.57
H 2.40 -1.28 5.94
H 1.91 -2.37 4.60
*
```


DFT (ωB97M-V with the def2-TZVPD basis set) results for a molecular structure, C33H37N8O2SSe2Y.

Computed properties:
- HOMO: -12.6 eV
- E_LUMO: -0.221 hartree
- Energy above the lowest of the compared OMol25 structures with the same formula, charge and spin: 0.0 kcal/mol
- Gap between HOMO and LUMO: 0.243 Ha

Geometry as ORCA input:
```
! wB97M-V def2-TZVPD RIJCOSX def2/J DEFGRID3
* xyz 2 1
Y 0.28 -0.50 0.19
N 0.60 -1.38 2.42
C 0.06 -2.76 2.62
C -1.37 -2.87 2.14
N -1.62 -2.33 0.75
C -1.75 -3.26 -0.37
C -0.40 -3.90 -0.67
N 0.63 -2.85 -1.02
H 1.57 -1.39 2.75
H 0.13 -0.76 3.06
H 0.04 -3.04 3.65
H 0.72 -3.45 2.07
H -2.00 -2.30 2.84
H -1.70 -3.88 2.20
H -2.46 -1.75 0.77
H -2.12 -2.67 -1.24
H -2.53 -4.04 -0.19
H -0.52 -4.62 -1.44
H -0.11 -4.41 0.24
H 0.72 -2.74 -2.03
H 1.52 -3.29 -0.77
Se 3.69 -1.79 -1.83
Se 3.42 -1.51 0.55
C 3.63 -3.39 0.99
C 4.59 -3.74 1.94
C 4.73 -5.08 2.26
C 3.85 -6.00 1.68
C 2.97 -5.57 0.71
N 2.84 -4.29 0.37
C 2.83 -0.13 -2.23
C 3.51 0.76 -3.08
C 2.97 2.00 -3.35
C 1.76 2.35 -2.79
C 1.12 1.43 -2.01
N 1.65 0.22 -1.72
H 5.22 -2.97 2.38
H 5.51 -5.44 2.94
H 3.89 -7.04 1.95
H 2.33 -6.28 0.17
H 4.43 0.45 -3.52
H 3.53 2.71 -3.94
H 1.33 3.34 -2.97
H 0.13 1.68 -1.65
C -4.23 0.98 -4.81
C -3.29 0.64 -3.67
C -3.32 1.33 -2.47
C -2.44 1.00 -1.44
N -1.52 0.03 -1.51
C -1.45 -0.58 -2.70
C -2.29 -0.31 -3.78
H -5.26 1.11 -4.43
H -4.22 0.24 -5.61
H -3.87 1.88 -5.28
H -4.03 2.12 -2.32
H -2.47 1.56 -0.51
H -0.67 -1.35 -2.84
H -2.14 -0.87 -4.69
N -4.81 1.58 6.04
C -4.20 1.43 5.08
C -3.42 1.24 3.90
C -3.91 0.53 2.80
C -3.06 0.32 1.72
N -1.77 0.68 1.69
C -1.32 1.36 2.75
C -2.11 1.67 3.84
H -4.93 0.17 2.80
H -3.46 -0.17 0.84
H -0.30 1.70 2.67
H -1.62 2.21 4.65
O 1.59 8.04 -0.52
C 0.61 7.12 -0.59
O -0.45 7.42 -1.06
C 0.86 5.73 -0.06
C 2.11 5.33 0.41
C 2.29 4.02 0.80
C 1.26 3.09 0.73
S 1.70 1.47 1.33
C 0.00 3.51 0.26
C -0.18 4.85 -0.11
H 2.42 7.74 -0.14
H 2.94 6.02 0.46
H 3.25 3.68 1.22
H -0.83 2.83 0.23
H -1.11 5.14 -0.51
*
```


Number 1: largest force on an atom 0.299 eV/Å. Number 2: largest force on an atom 3.180 eV/Å. Number 3: largest force on an atom 1.749 eV/Å.